Record 1
The following is a DFT calculation (wB97M-V/def2-TZVPD) of a cluster of 5 separate species, H10O5 in total.

```
15
Properties=species:S:1:pos:R:3:mulliken_charge:R:1
O -2.42 -0.99 -1.16 -0.7304
H -1.73 -1.04 -1.80 0.3331
H -2.34 -1.84 -0.64 0.3693
O 2.42 -0.51 0.21 -0.6081
H 2.98 -0.17 0.89 0.3217
H 1.55 -0.17 0.35 0.3643
O -0.40 0.16 0.05 -0.8410
H -1.29 -0.16 -0.24 0.4326
H -0.50 0.58 0.88 0.3423
O 0.21 1.28 -2.40 -0.6106
H -0.07 0.94 -1.50 0.3815
H 0.04 0.46 -2.84 0.2910
O 0.17 0.59 2.64 -0.6748
H 0.58 -0.28 2.42 0.3153
H 0.81 1.13 3.11 0.3135
```

## Properties
* largest force on an atom: 2.2 eV Å⁻¹
* SMILES: O.O.O.O.O
* E_tot: -382.17998 Eh
* energy above the lowest of the compared OMol25 structures with the same formula, charge and spin: 27.7 kcal per mole
* HOMO: -10.70 eV

***

Record 2
The following is a DFT calculation (wB97M-V/def2-TZVPD) of a cluster of 5 separate species, H10O5 in total.

```
15
Properties=species:S:1:pos:R:3:mulliken_charge:R:1
O 2.26 0.39 -0.26 -0.7075
H 2.72 0.72 0.51 0.3369
H 2.54 0.99 -0.97 0.3225
O -0.57 0.64 0.26 -0.7073
H -0.80 -0.21 0.66 0.3430
H 0.38 0.55 0.05 0.3578
O 2.25 -2.54 0.09 -0.6461
H 1.39 -3.00 0.05 0.3186
H 2.12 -1.73 -0.43 0.3285
O -2.45 -1.81 -1.06 -0.6539
H -2.25 -0.87 -0.95 0.3285
H -2.94 -2.04 -0.25 0.3231
O -1.89 3.03 0.98 -0.6267
H -1.24 3.68 0.69 0.2921
H -1.52 2.20 0.63 0.3905
```

## Properties
* largest force on an atom: 0.7 eV Å⁻¹
* SMILES: O.O.O.O.O
* E_tot: -382.19168 Eh
* energy above the lowest of the compared OMol25 structures with the same formula, charge and spin: 20.4 kcal per mole
* HOMO: -10.82 eV

***

Record 3
The following is a DFT calculation (wB97M-V/def2-TZVPD) of a cluster of 5 separate species, H10O5 in total.

```
15
Properties=species:S:1:pos:R:3:mulliken_charge:R:1
O 0.05 -0.67 -1.07 -0.5987
H 0.72 -1.29 -1.36 0.3004
H 0.34 -0.44 -0.16 0.3197
O 0.72 2.48 1.22 -0.6077
H 0.96 3.26 1.57 0.2735
H 1.19 2.36 0.35 0.3268
O -2.07 -0.93 -0.34 -0.6683
H -2.03 -1.89 -0.68 0.3328
H -2.20 -0.48 -1.19 0.3112
O 0.07 -3.92 2.42 -0.6462
H -0.07 -2.97 2.57 0.3174
H -0.22 -4.26 3.34 0.3294
O 1.20 2.96 -2.20 -0.6229
H 0.66 3.57 -2.61 0.2984
H 0.70 2.22 -1.86 0.3341
```

## Properties
* largest force on an atom: 5.4 eV Å⁻¹
* SMILES: O.O.O.O.O
* E_tot: -382.13916 Eh
* energy above the lowest of the compared OMol25 structures with the same formula, charge and spin: 53.3 kcal per mole
* HOMO: -9.98 eV

***

Record 4
The following is a DFT calculation (wB97M-V/def2-TZVPD) of a cluster of 5 separate species, H10O5 in total.

```
15
Properties=species:S:1:pos:R:3:mulliken_charge:R:1
O 1.37 -1.85 -0.07 -0.7520
H 1.65 -0.94 -0.37 0.4204
H 2.05 -2.06 0.61 0.3225
O 2.16 0.68 -0.77 -0.7416
H 1.37 1.30 -0.69 0.4402
H 2.63 0.95 -1.58 0.3057
O -0.07 2.16 -0.43 -0.7296
H -0.43 2.69 -1.16 0.3253
H -0.88 1.75 -0.01 0.4005
O -2.22 0.75 0.66 -0.7454
H -1.90 -0.18 0.75 0.4324
H -2.64 0.95 1.51 0.3237
O -1.18 -1.79 0.78 -0.7573
H -0.25 -1.90 0.43 0.4308
H -1.68 -2.52 0.34 0.3245
```

## Properties
* largest force on an atom: 1.3 eV Å⁻¹
* SMILES: O.O.O.O.O
* E_tot: -382.22299 Eh
* energy above the lowest of the compared OMol25 structures with the same formula, charge and spin: 0.7 kcal per mole
* HOMO: -11.35 eV

***

Record 5
The following is a DFT calculation (wB97M-V/def2-TZVPD) of a cluster of 5 separate species, H10O5 in total.

```
15
Properties=species:S:1:pos:R:3:mulliken_charge:R:1
O -0.84 2.43 0.00 -0.6525
H -0.87 3.19 -0.48 0.2810
H -0.48 2.44 0.87 0.3235
O -1.33 -0.20 2.60 -0.6130
H -0.87 0.12 1.90 0.3376
H -1.26 -1.24 2.63 0.3134
O 0.18 -0.02 0.14 -0.8068
H -0.13 0.85 -0.23 0.4180
H 1.04 -0.28 -0.24 0.3706
O 2.31 -0.65 -1.66 -0.6211
H 1.86 -0.36 -2.48 0.3299
H 2.64 0.16 -1.77 0.2811
O -1.01 -2.32 -0.74 -0.6746
H -0.60 -1.37 -0.57 0.4404
H -0.65 -2.75 0.03 0.2725
```

## Properties
* largest force on an atom: 7.5 eV Å⁻¹
* SMILES: O.O.O.O.O
* E_tot: -382.13476 Eh
* energy above the lowest of the compared OMol25 structures with the same formula, charge and spin: 56.1 kcal per mole
* HOMO: -10.35 eV

***

Record 6
The following is a DFT calculation (wB97M-V/def2-TZVPD) of a cluster of 5 separate species, H11NO4 in total.

```
16
Properties=species:S:1:pos:R:3:mulliken_charge:R:1
N 0.96 1.89 -1.83 -0.6991
H 0.65 0.99 -2.20 0.2452
H 0.78 2.61 -2.53 0.2363
H 1.97 1.82 -1.76 0.2397
O -2.03 -2.32 1.11 -0.6537
H -1.43 -2.26 1.87 0.3525
H -1.92 -1.49 0.63 0.3031
O 0.30 -1.10 3.49 -0.6495
H -0.13 -0.42 4.02 0.3026
H 0.66 -0.60 2.74 0.3517
O 0.88 0.89 1.04 -0.6835
H 0.59 1.72 1.45 0.3181
H 0.60 1.00 0.12 0.3757
O -0.24 -0.85 -2.66 -0.6822
H -0.83 -0.38 -3.26 0.3199
H -0.81 -1.51 -2.23 0.3231
```

## Properties
* largest force on an atom: 0.3 eV Å⁻¹
* SMILES: N.O.O.O.O
* E_tot: -362.30890 Eh
* energy above the lowest of the compared OMol25 structures with the same formula, charge and spin: 18.3 kcal per mole
* HOMO: -10.65 eV

***

Record 7
The following is a DFT calculation (wB97M-V/def2-TZVPD) of a structure of composition H11Na5O7.

```
23
Properties=species:S:1:pos:R:3:mulliken_charge:R:1
Na 1.47 -0.43 0.82 0.9573
Na -0.95 0.71 1.82 0.9909
Na 1.31 1.40 -1.34 1.0435
Na -1.71 0.65 -0.59 1.1352
Na 1.34 2.30 1.33 0.9482
O 0.28 -0.79 2.44 -1.0774
H 0.11 -0.80 1.47 -0.0347
O 2.52 0.13 -1.05 -1.0752
H 2.12 -0.76 -1.14 0.1761
O 0.17 1.11 0.24 -1.1595
H 0.33 0.32 -0.32 -0.2129
O -0.89 -0.61 -1.81 -0.5628
H -1.18 -0.44 -2.71 0.3193
H 0.01 -0.90 -1.90 0.3136
O 0.50 -1.89 -0.12 -0.6620
H 1.21 -2.25 -0.64 0.3375
H -0.24 -2.48 -0.28 0.2866
O -1.44 -0.79 0.60 -0.8015
H -0.68 -1.30 0.36 0.3908
H -2.17 -1.41 0.59 0.3587
O -0.47 3.05 0.73 -0.7661
H -1.37 3.02 1.05 0.3061
H -0.28 2.15 0.47 0.7884
```

## Properties
* charge: +2
* largest force on an atom: 6.6 eV Å⁻¹
* E_tot: -1344.05307 Eh
* energy above the lowest of the compared OMol25 structures with the same formula, charge and spin: 0.0 kcal per mole
* HOMO: -15.65 eV

***

Record 8
The following is a DFT calculation (wB97M-V/def2-TZVPD) of a cluster of 5 separate species, H11O5 in total.

```
16
Properties=species:S:1:pos:R:3:mulliken_charge:R:1
O -2.60 0.23 -1.66 -0.5947
H -3.51 0.53 -1.58 0.3251
H -2.40 0.13 -2.60 0.3191
O -0.91 -0.69 2.75 -0.6833
H -0.60 -0.64 3.66 0.3135
H -1.17 -1.61 2.72 0.3230
O 1.05 1.37 -0.16 -0.6711
H 1.41 2.23 0.12 0.3398
H 1.76 0.73 0.02 0.3518
O 3.21 -0.28 -0.96 -0.6264
H 4.10 -0.45 -0.63 0.3263
H 3.11 -0.95 -1.62 0.3027
O -0.77 -0.30 -0.08 -0.4246
H -1.61 -0.28 -0.70 0.4736
H -1.02 -0.44 0.83 0.4264
H -0.06 0.42 -0.10 0.4989
```

## Properties
* charge: +1
* largest force on an atom: 1.4 eV Å⁻¹
* E_tot: -382.55523 Eh
* energy above the lowest of the compared OMol25 structures with the same formula, charge and spin: 14.3 kcal per mole
* HOMO: -15.29 eV